(1)
A molecular structure, C36H69I2NO7PSi4TeTl. Source: the OMol25 dataset; level of theory: ωB97M-V/def2-TZVPD.

The geometry in XYZ format:
```
122
Properties=species:S:1:pos:R:3:lowdin_charge:R:1
Tl -1.6829 0.0197 -0.8165 0.08
O -6.6904 -4.0423 2.8605 -0.03
C -6.1862 -2.9638 3.2053 -0.71
O -6.2410 -2.3427 4.2910 -0.06
C -5.3023 -2.2593 2.1590 -0.10
C -5.3039 -0.8719 2.0707 -0.01
C -4.3965 -0.2443 1.2435 -0.13
N -3.4933 -0.9181 0.5340 0.00
C -3.5097 -2.2529 0.5710 -0.19
C -4.4130 -2.9571 1.3506 0.06
C -2.4450 -2.9771 -0.2368 -0.59
O -2.4908 -4.1922 -0.3275 0.06
O -1.5046 -2.2398 -0.7410 -0.23
H -5.9834 -0.3020 2.6888 0.12
H -4.3642 0.8367 1.1491 0.09
H -4.3942 -4.0372 1.3500 0.13
O 0.4856 -2.7462 1.1730 -0.08
H 0.1103 -3.2731 1.8838 0.04
H -0.1295 -2.8064 0.4209 0.01
I -3.1955 0.6349 -3.0099 0.17
I -4.5453 1.4804 -5.9720 -0.64
O -2.8613 3.7190 -0.7227 0.02
C -3.0454 3.3388 0.3238 0.00
C 0.9816 4.2686 -0.9206 -0.17
O 0.3653 3.2338 -1.6614 -0.19
H 0.6414 4.2814 0.1193 0.04
H 0.8074 5.2513 -1.3727 0.08
H 2.0533 4.0698 -0.9228 0.08
H -0.5894 3.3077 -1.5580 0.04
C 1.5917 -1.7786 4.0819 -0.20
Si 1.5767 0.0809 4.3286 0.33
C 1.9189 0.4136 6.1590 -0.22
C 3.0429 0.7731 3.3731 -0.22
Si -0.4430 1.0594 3.5880 0.11
Te -0.0633 1.2139 1.0836 0.55
Si -2.2750 -0.0067 4.6043 0.36
C -1.9120 -0.0216 6.4574 -0.21
C -2.4346 -1.7829 4.0518 -0.18
C -3.8289 1.0252 4.3810 -0.21
Si -0.3690 3.3172 4.2277 0.31
C 1.1676 4.1512 3.5209 -0.22
C -0.3085 3.5365 6.1038 -0.22
C -1.8800 4.2786 3.6555 -0.21
H 2.4370 -2.2074 4.6293 0.03
H 1.7156 -1.9960 3.0205 0.00
H 0.6764 -2.2610 4.4287 0.02
H 2.8510 -0.0925 6.4294 0.03
H 1.1292 0.0368 6.8101 0.01
H 2.0493 1.4772 6.3660 0.01
H 3.9597 0.2894 3.7248 0.03
H 3.1558 1.8515 3.4953 0.01
H 2.9306 0.5635 2.3086 -0.01
H -1.0381 -0.6344 6.6859 0.01
H -2.7710 -0.4628 6.9716 0.04
H -1.7468 0.9774 6.8644 0.01
H -1.7115 -2.3960 4.5961 0.02
H -2.2494 -1.9043 2.9837 0.02
H -3.4400 -2.1516 4.2765 0.04
H -3.7794 1.8892 5.0495 0.02
H -4.7013 0.4240 4.6505 0.04
H -3.9572 1.3934 3.3639 0.01
H 2.0692 3.8095 4.0339 0.01
H 1.0940 5.2349 3.6514 0.03
H 1.2840 3.9360 2.4570 -0.01
H 0.4846 2.9624 6.5824 0.00
H -1.2559 3.2477 6.5633 0.02
H -0.1409 4.5955 6.3252 0.03
H -2.0966 4.1104 2.6010 -0.02
H -1.7051 5.3480 3.8087 0.03
H -2.7646 3.9910 4.2267 0.02
C 0.0717 -3.8873 -5.6940 -0.21
C -0.8778 -2.7006 -5.8122 -0.19
C -0.2562 -1.4352 -5.1954 -0.20
C 0.7207 -1.7729 -4.0483 -0.44
C 0.1878 -3.0071 -3.3127 -0.20
C 0.2847 -4.2459 -4.2152 -0.19
P 0.9196 -0.3281 -2.9043 1.10
C 2.5122 -0.6289 -1.9871 -0.41
C 3.7545 -1.0866 -2.7982 -0.19
C 4.4737 -2.2662 -2.1435 -0.21
C 4.8049 -1.9774 -0.6811 -0.19
C 3.5547 -1.5252 0.1102 -0.18
C 2.2995 -1.5126 -0.7558 -0.26
C 1.4110 1.0916 -4.0090 -0.42
C 2.4330 0.7866 -5.1289 -0.20
C 2.3206 1.7777 -6.2956 -0.20
C 2.0305 3.1753 -5.7619 -0.21
C 0.6299 3.2161 -5.1269 -0.18
C 0.2046 1.8461 -4.5826 -0.23
H 1.0287 -3.6234 -6.1588 0.10
H -0.3084 -4.7511 -6.2451 0.10
H -1.8129 -2.9353 -5.2970 0.12
H -1.1458 -2.5077 -6.8525 0.11
H -1.0616 -0.7989 -4.8218 0.06
H 0.2613 -0.8611 -5.9680 0.10
H 1.6979 -2.0323 -4.4739 0.09
H -0.8475 -2.8227 -3.0261 0.10
H 0.7074 -3.1867 -2.3725 0.09
H -0.4688 -4.9699 -3.8957 0.11
H 1.2585 -4.7295 -4.0865 0.10
H 2.7044 0.3760 -1.5859 0.11
H 4.4581 -0.2526 -2.8867 0.11
H 3.4847 -1.3593 -3.8185 0.08
H 5.3868 -2.4959 -2.7008 0.10
H 3.8436 -3.1578 -2.2092 0.11
H 5.5722 -1.1971 -0.6464 0.10
H 5.2519 -2.8630 -0.2225 0.10
H 3.7100 -0.5148 0.5003 0.09
H 3.3834 -2.1671 0.9766 0.10
H 1.4596 -1.1425 -0.1707 0.03
H 2.0420 -2.5348 -1.0373 0.10
H 1.8759 1.7751 -3.2883 0.10
H 2.3159 -0.2313 -5.5060 0.09
H 3.4437 0.8455 -4.7172 0.10
H 1.5127 1.4774 -6.9698 0.11
H 3.2416 1.7590 -6.8851 0.10
H 2.1153 3.9273 -6.5502 0.10
H 2.7927 3.4240 -5.0142 0.11
H -0.1035 3.5426 -5.8680 0.11
H 0.6110 3.9476 -4.3160 0.10
H -0.2671 1.2631 -5.3752 0.10
H -0.5622 1.9704 -3.8220 0.04
```

Properties
Total charge: -2
Relative energy (zero: lowest compared OMol25 entry of this formula, charge and spin): 0.375 eV
Molecular weight: 1357.1 g mol⁻¹
Calculated total energy: -4530.14064 Ha
HOMO level: -2.55 eV
Orbital gap: 5.65 eV

(2)
A molecular structure, C36H71Br27FO6PS in a non-equilibrium geometry. Source: the OMol25 dataset; level of theory: ωB97M-V/def2-TZVPD.

The geometry in XYZ format:
```
143
Properties=species:S:1:pos:R:3:lowdin_charge:R:1
C -2.8646 0.1773 -3.2662 -0.11
O -1.5209 -0.2631 -3.3473 -0.20
C -1.0774 -0.9694 -2.2004 -0.25
C 0.3058 -1.5428 -2.5019 -0.14
C 1.4548 -1.1779 -1.5656 -0.17
C 1.9769 0.2498 -1.6253 -0.48
P 0.9986 1.5647 -0.5457 0.89
C -0.3742 2.2713 -1.4909 -0.21
O 0.3065 0.6175 0.6264 -0.36
O 3.2721 0.1981 -0.8704 -0.25
S 4.1397 1.4891 -1.2140 0.51
O 5.4619 1.0790 -1.5354 -0.26
O 4.1006 2.5619 -0.2859 -0.36
O 3.3154 1.8720 -2.5538 -0.24
C 2.5124 0.7543 -2.9682 -0.65
Br 3.8700 -0.5495 -3.6939 0.92
C 1.5370 1.1577 -4.0646 -0.12
C 1.5328 0.3701 -5.3774 -0.41
C 2.5533 0.8460 -6.4021 -0.07
F 0.2546 0.6008 -5.9234 -0.05
H -3.4016 -0.1753 -4.1470 0.08
H -3.3620 -0.1792 -2.3617 0.08
H -2.8977 1.2698 -3.2675 0.08
H -1.7748 -1.7929 -2.0065 0.10
H -1.0827 -0.3467 -1.3048 0.05
H 0.2140 -2.6250 -2.4281 0.00
H 0.5586 -1.3312 -3.5378 0.10
H 2.2934 -1.8127 -1.8628 0.08
H 1.2370 -1.4548 -0.5341 0.11
H -0.6000 3.2085 -0.9746 0.03
H -0.0589 2.5343 -2.4936 0.05
H -1.2912 1.6888 -1.5020 0.03
H 1.0440 0.1323 1.0263 0.05
H 0.5170 1.1659 -3.6922 0.09
H 1.7957 2.1838 -4.3372 0.14
H 1.5811 -0.7045 -5.2248 0.10
H 2.0207 1.2739 -7.2486 0.00
H 3.2335 1.5963 -6.0014 0.08
H 3.1687 0.0303 -6.7767 0.07
Br 2.0877 3.6591 1.2183 0.75
C 2.3220 5.5678 1.5418 -0.69
C 1.0604 6.2870 1.9129 -0.76
Br -0.1224 6.5479 0.3855 0.61
H 2.7607 5.9532 0.6251 0.04
H 3.0416 5.6606 2.3565 0.04
H 1.3406 7.2854 2.2350 -0.05
H 0.4797 5.7701 2.6688 0.01
Br -2.6915 -4.7753 -0.4267 0.60
C -2.9422 -4.2099 1.4086 -0.69
C -3.2742 -2.7434 1.4933 -0.65
Br -1.7049 -1.6280 1.1899 0.75
H -2.0302 -4.4691 1.9398 0.02
H -3.7664 -4.8092 1.7918 0.01
H -3.6316 -2.4926 2.4910 0.03
H -4.0146 -2.4425 0.7584 0.05
Br 3.3256 8.9969 2.4736 0.70
C 5.1591 8.4268 2.1047 -0.64
C 5.6869 9.0542 0.8414 -0.68
Br 5.0307 8.1929 -0.7780 0.66
H 5.1703 7.3415 2.0718 0.05
H 5.7330 8.7708 2.9619 0.06
H 6.7676 8.9480 0.7843 0.06
H 5.4205 10.1041 0.7744 0.05
Br -0.7259 -4.4009 6.7466 0.66
C -1.2962 -3.7963 4.9888 -0.70
C -1.9986 -2.4664 5.0485 -0.69
Br -3.8136 -2.6349 5.7284 0.62
H -1.9257 -4.5800 4.5781 0.04
H -0.3862 -3.7111 4.3977 0.06
H -2.1027 -2.0623 4.0462 -0.01
H -1.4877 -1.7517 5.6848 0.06
Br 1.3568 -5.4209 9.6186 0.59
C 2.1693 -6.3289 8.1035 -0.71
C 2.6431 -7.7112 8.4641 -0.70
Br 4.2844 -7.6739 9.5051 0.60
H 2.9748 -5.6914 7.7538 0.05
H 1.3916 -6.3812 7.3451 0.01
H 2.8818 -8.2731 7.5641 0.06
H 1.9128 -8.2565 9.0528 0.05
Br 5.4949 4.5618 -3.7092 0.65
C 6.6236 6.1378 -3.8199 -0.71
C 6.5213 6.8132 -5.1613 -0.70
Br 7.4917 5.8475 -6.5422 0.60
H 7.6331 5.8122 -3.5908 0.05
H 6.2698 6.8077 -3.0381 -0.01
H 6.9762 7.8004 -5.1230 0.06
H 5.4946 6.8967 -5.5021 0.05
Br 2.3102 1.8527 -10.0842 0.64
C 0.4812 2.4648 -10.3248 -0.69
C 0.2696 3.8393 -9.7471 -0.70
Br 0.1583 3.7982 -7.8078 0.63
H -0.1607 1.7194 -9.8665 0.05
H 0.3170 2.4774 -11.3999 0.06
H -0.6794 4.2483 -10.0862 0.06
H 1.0738 4.5219 -10.0016 0.05
Br 0.8253 -5.0113 -2.1959 0.70
C 1.4820 -6.6834 -1.4562 -0.67
C 0.5183 -7.2566 -0.4495 -0.69
Br 0.5961 -6.3128 1.2511 0.60
H 2.4593 -6.4804 -1.0307 0.05
H 1.5872 -7.3562 -2.3042 0.06
H 0.7796 -8.2864 -0.2173 0.06
H -0.5136 -7.2079 -0.7849 0.03
Br -5.9747 -6.1626 -4.8557 0.62
C -6.2481 -5.5402 -3.0351 -0.74
C -6.6012 -4.0788 -2.9807 -0.69
Br -5.0513 -2.9500 -3.2841 0.63
H -5.3394 -5.7687 -2.4853 0.01
H -7.0725 -6.1331 -2.6460 0.04
H -6.9629 -3.8221 -1.9873 0.05
H -7.3410 -3.7982 -3.7233 0.05
Br -6.1026 -6.1745 0.6920 0.65
C -6.6423 -7.8764 -0.0861 -0.68
C -5.5432 -8.8982 -0.0018 -0.70
Br -4.1496 -8.5629 -1.3177 0.63
H -6.9401 -7.6756 -1.1093 0.03
H -7.5025 -8.2006 0.4934 -0.02
H -5.9308 -9.8886 -0.2265 0.03
H -5.0608 -8.9090 0.9704 0.04
Br -0.1090 13.6582 5.3847 0.62
C 0.5215 11.8477 5.6990 -0.71
C 1.4416 11.3734 4.6057 -0.71
Br 0.4675 10.9049 2.9962 0.58
H -0.3590 11.2195 5.7934 0.04
H 1.0506 11.8849 6.6491 0.06
H 1.9510 10.4604 4.9113 0.02
H 2.1772 12.1193 4.3223 0.05
Br -5.9310 -12.2913 1.7340 0.64
C -6.2563 -11.2608 3.3502 -0.69
C -7.7258 -11.1225 3.6445 -0.68
Br -8.5903 -9.8271 2.4789 0.66
H -5.7706 -10.2996 3.2143 0.05
H -5.7627 -11.8090 4.1490 0.06
H -7.8735 -10.7455 4.6537 0.06
H -8.2640 -12.0565 3.5219 0.05
Br 1.6890 4.8223 5.4727 0.65
C 2.1157 6.6904 5.7853 -0.69
C 0.9388 7.4630 6.3237 -0.67
Br -0.3627 7.8176 4.9256 0.65
H 2.4641 7.0910 4.8369 0.01
H 2.9317 6.6909 6.5048 0.06
H 1.2672 8.4365 6.6831 0.05
H 0.4153 6.9410 7.1179 0.05
```

Properties
Relative energy (zero: lowest compared OMol25 entry of this formula, charge and spin): 0.000 eV
Molecular weight: 2839.4 g mol⁻¹
Calculated total energy: -72203.50318 Ha
HOMO level: -7.75 eV
Orbital gap: 7.81 eV